[1]
A structure of composition C39H44CoN9O4S2. Source: OMol25; level of theory: ωB97M-V with the def2-TZVPD basis set.

Structure (ORCA input):
```
! RIJCOSX wB97M-V def2-TZVPD def2/J DEFGRID3
* xyz -1 4
H 0.01 5.08 1.07
C 2.53 -2.39 -1.36
C -2.71 5.51 -2.84
C 0.03 -0.20 4.54
H 3.76 -3.92 1.54
H -0.78 -2.37 -1.58
N 1.01 0.22 -3.27
H -1.57 2.79 -2.59
O 1.02 -0.20 0.50
H -4.51 5.98 -1.77
H -1.56 -0.10 5.98
C -1.97 -0.22 2.61
H -3.13 5.48 3.17
C 4.86 -1.85 -1.47
C 1.94 0.36 -4.21
H -0.73 5.98 3.28
S 2.77 2.11 0.11
C 3.52 -1.42 -1.42
H -4.68 4.63 -2.87
H -0.44 -4.79 -1.45
C -1.21 -0.06 -2.52
C -0.32 0.07 -3.62
C -3.83 4.14 -0.96
H 0.03 0.17 -6.99
C 0.29 0.19 -5.94
C -0.25 -0.19 0.78
C 1.23 -5.48 3.15
H 0.81 -0.19 5.29
S 0.67 3.29 -1.44
C -2.46 5.02 2.45
H 5.65 -1.11 -1.60
O 0.27 -5.35 4.12
N -1.87 2.71 -1.63
O 2.92 3.55 0.48
H 1.88 -5.71 -1.18
C 1.29 -6.70 2.49
N -0.59 0.07 -1.35
H -3.83 2.35 -2.18
H 0.58 -7.47 2.77
H -3.12 -0.33 -1.65
C 4.20 -4.16 -1.01
H 1.00 4.54 2.41
C -2.67 -0.41 -2.64
C 0.42 -4.13 -1.41
H 6.22 -3.49 -1.25
H -0.99 4.34 3.87
H -2.28 4.70 -3.43
H 0.77 2.60 1.24
C 0.36 -0.26 3.19
N -1.19 -0.09 -0.12
H -0.56 -4.20 5.55
C 2.14 -4.49 2.81
O 3.14 -0.12 -1.48
H -4.80 3.99 -0.48
H -3.35 -0.12 4.26
Co 1.24 0.03 -1.39
C 3.06 -4.71 1.79
N 4.68 -5.42 -0.68
C -0.64 -0.26 2.22
C -0.68 0.05 -4.98
C -0.91 2.90 -0.77
N 1.55 1.95 -1.03
H 1.39 -0.30 2.86
C -2.31 -0.16 3.96
C -0.18 3.00 1.57
C 0.23 -4.11 4.80
H -3.49 2.07 -0.49
H -2.79 -1.43 -2.99
H -3.15 4.59 -0.22
C 1.72 -4.64 -1.24
H 2.24 -7.86 0.96
C -1.31 -0.15 4.93
C 2.81 -3.77 -1.18
H -2.74 -0.24 1.85
N 1.23 -1.91 -1.51
H -3.20 0.25 -3.33
H 2.95 0.48 -3.84
H 1.18 -3.90 5.30
H -1.86 2.06 0.70
N -1.20 2.81 0.51
H -1.73 -0.09 -5.25
H -2.84 4.01 2.24
H -1.96 5.83 -2.11
H 2.13 -3.52 3.30
C -3.30 2.75 -1.32
H -0.01 -3.29 4.12
H -2.90 6.34 -3.52
C 0.01 4.46 1.97
H -2.51 5.59 1.52
C -1.02 4.98 2.97
H -0.50 2.42 2.43
C 0.22 -2.77 -1.50
C 1.64 0.35 -5.56
C 3.12 -5.92 1.09
N 4.10 -6.27 0.12
C 2.22 -6.91 1.48
H 2.43 0.44 -6.29
C 5.18 -3.18 -1.29
C -4.01 5.09 -2.14
*
```

Values from the calculation:
HOMO-LUMO gap (alpha / beta) = 0.1354 / 0.1923 Ha
HOMO energy (alpha / beta) = -1.806 / -3.405 eV
energy = -122054.4833 eV
<S²> = 3.8560
maximum force = 1.56 eV/A
relative energy (zero: lowest compared OMol25 entry of this formula, charge and spin) = 170.5 kJ/mol

---

[2]
An isolated molecule of C20H25N3O3S. Source: OMol25; level of theory: ωB97M-V with the def2-TZVPD basis set.

Structure (ORCA input):
```
! RIJCOSX wB97M-V def2-TZVPD def2/J DEFGRID3
* xyz 0 1
S 1.05 2.01 2.61
C -1.81 1.30 -0.91
C -3.73 0.39 -3.90
H -0.69 -0.35 4.60
C -2.58 0.09 -2.94
H -2.71 -0.87 -2.44
H -4.73 2.31 -4.23
O 2.38 1.95 2.09
N 0.83 -0.97 -1.73
C 1.91 0.22 4.32
H -4.66 -0.02 -3.51
C -0.74 0.42 -0.61
C -1.17 2.63 1.04
H -1.62 0.06 -3.47
H 1.81 -0.82 4.62
C 2.75 -2.83 1.56
C -2.00 2.40 -0.03
H 1.44 -0.18 -1.57
H 2.81 0.36 3.73
H 5.71 -2.88 -0.06
H -1.33 3.47 1.70
C -0.10 1.79 1.28
H 2.33 -2.91 2.56
C -3.49 2.24 -2.44
N 0.79 0.59 3.49
H -3.55 -0.03 -4.89
H -3.01 3.22 -2.33
H -4.42 2.24 -1.85
H 1.97 0.85 5.22
C 4.64 -2.81 0.09
H 2.04 -2.22 -2.90
O 0.68 3.17 3.38
C 1.91 -2.65 0.48
C 0.10 0.69 0.46
H -0.49 1.38 4.97
H -2.84 3.05 -0.19
H -2.99 2.31 -4.54
C 3.80 -2.62 -0.99
C -3.78 1.91 -3.90
H 0.84 -2.59 0.63
C -0.48 0.63 4.17
H -1.25 0.87 3.44
C 1.49 -2.25 -1.95
H 4.78 -3.06 2.22
C 2.43 -2.54 -0.80
H 4.21 -2.53 -1.98
C -0.44 -0.89 -1.26
N -2.60 1.18 -1.99
H 0.92 0.04 0.71
C 4.12 -2.91 1.37
H 0.70 -3.00 -2.01
O -1.22 -1.83 -1.31
*
```

Values from the calculation:
HOMO-LUMO gap = 0.3184 Ha
HOMO energy = -8.001 eV
energy = -42593.8874 eV
SMILES = CN(C)S(=O)(=O)c1ccc(N2CCCC2)c(C(=O)NCc2ccccc2)c1
maximum force = 1.08 eV/A
relative energy (zero: lowest compared OMol25 entry of this formula, charge and spin) = 223.5 kJ/mol

---

[3]
A structure of composition C2HFO2Zn. Source: OMol25; level of theory: ωB97M-V with the def2-TZVPD basis set.

Structure (ORCA input):
```
! RIJCOSX wB97M-V def2-TZVPD def2/J DEFGRID3
* xyz 1 2
O -0.61 0.07 -1.15
O 0.85 -0.46 1.96
H 0.81 1.40 0.11
C -0.34 -0.71 -0.21
F -1.11 -1.75 0.04
C 0.51 -0.31 0.84
Zn -0.11 1.76 -1.58
*
```

Values from the calculation:
HOMO-LUMO gap (alpha / beta) = 0.2033 / 0.2700 Ha
HOMO energy (alpha / beta) = -13.595 / -15.389 eV
energy = -57307.6974 eV
<S²> = 0.7560
maximum force = 3.30 eV/A
relative energy (zero: lowest compared OMol25 entry of this formula, charge and spin) = 143.8 kJ/mol

---

[4]
A structure of composition C19H16AsCrN6S4. Source: OMol25; level of theory: ωB97M-V with the def2-TZVPD basis set.

Structure (ORCA input):
```
! RIJCOSX wB97M-V def2-TZVPD def2/J DEFGRID3
* xyz 0 4
C -0.12 3.69 -2.18
H -5.37 1.92 -0.62
C -0.48 2.79 -1.20
N -2.79 -0.16 -0.09
C 3.07 -1.89 0.00
N -5.69 -2.32 0.23
C 1.18 1.33 -1.83
H -0.64 4.64 -2.26
H -5.25 -3.22 0.09
H -6.66 -2.25 -0.02
S 1.25 -2.35 -3.60
N -5.59 -0.07 -0.22
S -0.98 -2.77 -0.84
C -4.95 -1.21 0.04
C -1.07 -1.31 2.42
S -1.93 -3.44 -4.24
C 0.23 -3.12 3.27
H 1.16 4.02 -3.88
H 3.75 0.31 -2.47
N 1.16 -0.58 -0.55
C -4.84 1.00 -0.40
C 1.76 -1.50 0.24
As -0.77 -2.25 -2.96
C 0.89 -1.87 1.33
C 3.77 -1.28 -1.03
H -1.93 -0.65 2.46
C 1.14 -2.89 2.25
H 0.38 -3.92 3.97
H -3.05 -2.16 0.42
C 1.57 2.17 -2.87
H 2.38 1.87 -3.52
Cr -0.73 -0.39 -0.46
N -0.24 -1.11 1.39
H 3.52 -2.66 0.60
C 0.89 3.36 -3.07
N 0.12 1.62 -1.03
C 1.88 0.13 -1.43
C -0.88 -2.28 3.37
C -3.46 0.97 -0.36
H -2.87 1.85 -0.58
H 4.78 -1.59 -1.26
H -1.60 -2.41 4.17
H 2.01 -3.51 2.14
H -1.26 3.03 -0.49
S -1.40 -0.15 -2.76
C -3.54 -1.23 0.16
C 3.20 -0.22 -1.72
*
```

Values from the calculation:
HOMO-LUMO gap (alpha / beta) = 0.1746 / 0.1578 Ha
HOMO energy (alpha / beta) = -5.908 / -5.900 eV
energy = -161506.9104 eV
<S²> = 3.8585
maximum force = 3.08 eV/A

---

[5]
A structure of composition C16H23N5O2PS2Sr. Source: OMol25; level of theory: ωB97M-V with the def2-TZVPD basis set.

Structure (ORCA input):
```
! RIJCOSX wB97M-V def2-TZVPD def2/J DEFGRID3
* xyz -1 1
H 4.16 -2.21 -1.45
C 2.81 1.51 0.18
H -3.20 -6.07 -0.15
H 5.39 -1.04 -1.99
P 2.03 -0.18 0.34
H 1.36 -0.02 -2.00
C -5.77 4.20 0.77
H 0.16 -5.83 -0.65
N -2.53 2.48 0.43
C -3.23 -5.42 0.72
H -5.07 2.15 0.81
C 5.06 0.65 -0.01
C -0.36 -5.70 0.30
H -6.16 6.31 0.68
O -2.95 1.25 0.54
H 4.72 1.20 -2.55
H -2.93 -6.02 1.59
C -1.02 -4.34 0.36
N 3.43 -0.35 -2.07
H 5.99 0.79 -0.56
C 3.80 1.05 -1.97
H 3.01 1.66 -2.41
C -4.07 5.86 0.40
N 4.73 -0.77 -0.04
H -4.26 -5.11 0.87
C -5.41 5.53 0.62
C 3.59 -1.07 0.82
C 4.46 -1.16 -1.43
H -6.80 3.94 0.94
H 1.84 -1.66 -1.57
Sr -1.29 -0.60 0.61
H 0.39 -5.79 1.09
H -1.07 -6.52 0.42
H 3.84 -0.82 1.85
O -0.51 1.79 0.29
N 4.05 1.52 -0.61
C -2.34 -4.19 0.55
H -3.78 6.89 0.28
S 0.16 -3.03 0.14
C -3.49 3.54 0.48
H 5.22 0.95 1.03
H 3.37 -2.15 0.79
H 2.07 2.18 -0.26
C -4.81 3.20 0.70
C 2.11 -0.60 -1.47
H 3.02 1.89 1.19
N -1.30 2.79 0.28
S -3.24 -2.67 0.63
H -2.07 5.11 0.16
C -3.11 4.87 0.33
*
```

Values from the calculation:
HOMO-LUMO gap = 0.2015 Ha
HOMO energy = -2.959 eV
energy = -60306.6025 eV
maximum force = 0.21 eV/A
relative energy (zero: lowest compared OMol25 entry of this formula, charge and spin) = 15.9 kJ/mol

---

[6]
An isolated molecule of C10H11N. Source: OMol25; level of theory: ωB97M-V with the def2-TZVPD basis set.

Structure (ORCA input):
```
! RIJCOSX wB97M-V def2-TZVPD def2/J DEFGRID3
* xyz 0 1
C 2.92 -0.59 -0.29
H -0.73 -1.56 -1.13
H -1.17 -0.27 -2.09
C 1.54 -0.72 -0.40
H -2.02 -0.84 1.48
C 3.43 0.62 0.14
C -1.06 -0.31 1.39
H -0.37 -1.02 1.50
C -1.88 2.64 -0.24
H 1.15 -1.66 -0.98
C -0.80 0.27 -0.01
H -0.90 0.45 2.05
H -2.46 3.57 -0.52
C -1.45 1.57 -0.06
H 0.79 2.37 0.12
N 2.69 1.71 0.23
H -2.38 -0.92 -1.00
C 1.36 1.50 0.28
H 4.46 0.57 0.11
H 3.69 -1.31 -0.56
C -1.29 -0.71 -1.08
C 0.74 0.29 0.02
*
```

Values from the calculation:
HOMO-LUMO gap = 0.3752 Ha
HOMO energy = -9.379 eV
energy = -12034.9568 eV
SMILES = C#CC(C)(C)c1cccnc1
maximum force = 5.41 eV/A
relative energy (zero: lowest compared OMol25 entry of this formula, charge and spin) = 292.6 kJ/mol

---

[7]
A cluster of 14 separate species, C32H75BF4N6O7 in total. Source: OMol25; level of theory: ωB97M-V with the def2-TZVPD basis set.

Structure (ORCA input):
```
! RIJCOSX wB97M-V def2-TZVPD def2/J DEFGRID3
* xyz 0 1
H -98.20 -50.83 40.20
C -92.78 -56.77 42.07
H -92.50 -53.73 42.53
C -93.67 -47.64 46.71
H -92.77 -56.38 43.92
H -97.85 -50.80 41.93
C -88.63 -48.46 45.46
H -91.04 -52.39 47.11
H -96.79 -51.62 41.03
H -93.49 -48.48 47.44
O -93.73 -51.74 47.00
C -91.95 -52.94 42.12
N -97.63 -52.21 36.42
C -88.26 -49.86 45.17
O -95.76 -49.44 42.17
F -96.61 -57.85 38.27
H -93.68 -54.01 40.18
O -88.67 -53.41 45.62
H -93.51 -57.42 42.40
C -91.78 -53.25 46.97
H -88.95 -51.55 45.85
H -92.52 -57.64 40.24
H -93.11 -55.74 38.43
H -91.28 -54.10 47.54
H -98.27 -51.24 46.20
C -93.03 -50.45 37.23
F -95.45 -58.06 40.28
C -97.79 -53.30 36.83
H -92.06 -53.67 45.89
H -92.20 -50.05 40.23
C -92.76 -48.17 45.56
H -93.30 -50.03 42.79
C -86.99 -55.86 43.48
C -97.37 -50.72 40.91
H -87.22 -50.04 45.28
H -86.66 -53.48 48.18
H -91.55 -49.88 36.06
C -91.06 -52.46 43.20
N -90.48 -53.60 38.40
C -96.56 -49.43 41.00
H -97.33 -56.30 40.35
N -96.69 -52.52 43.73
C -92.38 -55.30 37.47
O -89.22 -50.71 45.85
F -95.26 -56.16 38.90
H -93.70 -53.86 47.66
C -97.29 -51.74 44.35
H -98.00 -55.43 36.29
H -94.89 -53.69 38.02
H -96.55 -54.91 41.15
H -97.27 -49.94 45.18
H -95.49 -48.48 42.41
C -93.02 -51.02 42.88
H -88.63 -54.56 47.25
H -87.86 -52.29 48.05
H -87.27 -54.60 46.44
H -93.24 -46.68 47.13
H -97.21 -55.31 37.87
H -92.99 -52.50 48.64
H -89.67 -48.38 45.28
H -91.26 -56.55 40.77
C -95.14 -53.03 38.87
H -98.81 -50.31 44.53
H -91.46 -51.24 39.99
H -93.74 -51.57 43.46
H -96.00 -53.50 39.35
C -87.94 -54.04 46.69
H -92.70 -51.34 35.32
H -93.91 -47.32 44.32
H -88.46 -55.10 42.13
C -92.09 -50.87 36.12
C -98.03 -50.77 45.14
H -93.24 -54.83 36.99
H -94.59 -47.70 46.12
C -93.94 -53.02 39.78
H -90.12 -52.26 42.87
H -91.51 -51.50 36.46
H -86.80 -52.11 46.95
H -91.08 -50.55 41.21
H -92.99 -49.18 45.38
H -98.92 -55.00 37.64
H -91.41 -58.30 41.46
H -86.80 -56.77 44.24
H -92.99 -52.76 39.20
H -94.38 -50.97 40.32
C -97.98 -54.82 37.29
H -91.98 -56.24 37.23
H -91.12 -50.45 43.77
H -91.43 -53.42 41.27
H -90.69 -53.21 44.05
C -87.31 -52.87 47.49
C -93.14 -52.88 47.63
F -94.35 -58.15 38.30
H -94.85 -52.31 41.52
H -92.11 -51.23 44.96
H -93.27 -55.95 41.65
C -91.80 -50.92 40.80
C -91.34 -54.33 38.00
H -88.05 -47.76 44.82
C -91.86 -57.38 41.04
H -94.35 -51.46 47.63
H -89.04 -54.09 45.10
H -95.39 -51.97 38.77
H -86.26 -55.85 42.74
H -88.63 -56.87 42.47
O -89.54 -55.37 43.70
N -99.42 -53.58 40.36
N -92.68 -51.77 41.62
H -91.67 -47.99 45.99
H -95.96 -49.35 40.04
H -90.33 -55.84 43.55
O -92.88 -47.34 44.48
H -97.56 -55.95 41.96
B -95.40 -57.61 38.87
O -92.06 -56.43 43.16
C -93.98 -52.00 40.93
N -93.66 -49.97 38.09
C -97.61 -55.39 41.07
C -91.81 -51.24 43.80
H -88.60 -48.24 46.56
H -88.43 -50.20 44.02
H -86.75 -54.84 44.01
C -88.47 -55.85 42.84
H -97.23 -48.60 41.05
C -98.66 -54.43 40.70
*
```

Values from the calculation:
HOMO-LUMO gap = 0.3657 Ha
HOMO energy = -10.090 eV
energy = -69210.8731 eV
maximum force = 11.86 eV/A
relative energy (zero: lowest compared OMol25 entry of this formula, charge and spin) = 0.0 kJ/mol

---

[8]
A structure of composition C33H37ClLaO2Si2. Source: OMol25; level of theory: ωB97M-V with the def2-TZVPD basis set.

Structure (ORCA input):
```
! RIJCOSX wB97M-V def2-TZVPD def2/J DEFGRID3
* xyz 1 1
H -2.60 -4.84 3.72
H -0.28 -1.67 -4.29
H -0.23 -5.19 3.91
C 2.03 1.83 -1.29
H 5.42 -1.68 -1.62
H 5.19 1.99 -0.06
H 2.26 -1.39 -4.55
H -3.15 -1.64 -0.28
C 3.62 2.15 -3.09
Cl 1.74 -1.68 2.16
C 4.38 1.98 -0.79
C -0.09 0.01 4.70
H 0.64 -0.52 -0.01
C -3.68 -1.74 0.69
H -0.96 -2.78 -2.49
H -1.99 2.61 -2.98
C -1.98 0.39 -2.01
H -4.59 -2.34 0.54
C 2.31 1.95 -2.66
H 1.49 1.91 -3.39
C 0.32 4.53 -1.36
C -2.20 -4.40 2.79
H 3.83 2.29 -4.15
H 3.76 -2.49 0.09
C -2.26 -0.77 4.58
C -2.23 0.53 3.98
C -1.55 4.67 -3.40
C -0.95 -1.06 5.07
H -3.64 1.60 -1.38
H -0.90 6.73 -3.66
H 4.68 -1.26 -3.96
C -1.38 3.47 -2.70
H -2.76 2.00 0.93
H -0.53 2.00 3.73
H -1.78 -5.21 2.16
La -0.81 -1.08 2.21
C 2.59 -1.60 -3.53
C 1.65 -1.87 -2.53
H -4.18 -3.55 2.70
H 2.82 1.56 0.69
C 0.17 5.73 -2.08
Si -0.15 -1.59 -2.87
C 2.10 -2.29 -1.26
C -0.78 5.80 -3.10
C -0.26 -4.10 4.10
O -1.13 -3.48 3.12
O -2.81 -2.39 1.62
H -2.30 4.72 -4.20
H 5.68 2.35 -2.47
Si 0.21 1.85 -0.76
H -3.15 -1.39 4.74
C -3.30 -3.69 2.05
H 1.38 -2.65 -0.51
H -0.38 1.37 1.47
C -2.18 1.47 0.17
C 4.66 2.18 -2.15
H 0.75 -3.68 4.01
H -3.58 -4.27 1.16
C -0.75 -0.19 -1.72
C 3.07 1.77 -0.36
H 0.81 6.58 -1.84
C -0.41 3.37 -1.68
H 1.07 4.49 -0.56
C -2.68 1.18 -1.08
C 3.95 -1.53 -3.20
C -0.22 0.05 -0.39
H -0.67 -3.93 5.11
H -0.70 -1.86 5.78
H 0.97 0.09 4.96
H -2.46 0.17 -2.97
C 3.45 -2.22 -0.93
C -0.82 1.09 0.49
H -3.10 1.08 3.62
C 4.38 -1.80 -1.89
H -3.95 -0.74 1.08
C -0.88 1.00 4.05
*
```

Values from the calculation:
HOMO-LUMO gap (alpha / beta) = 0.2429 / 0.2430 Ha
HOMO energy (alpha / beta) = -9.568 / -9.569 eV
energy = -68046.7468 eV
maximum force = 4.12 eV/A
relative energy (zero: lowest compared OMol25 entry of this formula, charge and spin) = 40.9 kJ/mol